An isolated ion of composition C6H7BrN3O and charge +1, computed with wB97M-V/def2-TZVPD.

```
18
C6H7BrN3O wB97M-V/def2-TZVPD
C -1.95341 1.70276 0.27243
C -0.80852 1.79348 -0.68866
C -0.91151 -0.19318 0.55348
C 1.25543 0.26163 -0.84434
C -0.38511 0.30053 -0.71255
C 0.47049 -2.06732 0.83677
N -1.87724 0.66126 0.98617
N 1.85327 -0.15390 0.31193
N -0.42823 -1.22382 1.23499
O -0.16999 2.65411 -1.22084
Br 0.44022 -2.87835 -0.86337
H -2.72780 2.51501 0.29829
H 1.61489 -0.32466 -1.67306
H 1.50669 1.34171 -1.02257
H -0.96274 -0.14691 -1.46862
H 1.02129 -2.73223 1.62775
H 2.91920 -0.35850 0.14515
H -0.85694 -1.15164 2.22703
```

Values from the calculation:
Total charge: +1
Highest occupied orbital energy (alpha / beta), eV: -12.66 / -13.87
Relative energy (zero: lowest compared OMol25 entry of this formula, charge and spin), eV: 5.787
Lowest unoccupied orbital energy (alpha / beta), Ha: -0.2194 / -0.2263
Multiplicity: 1
Kohn-Sham gap (alpha / beta), eV: 6.68 / 7.71
E_tot, eV: -82883.62571